(1)
Formula: C25H46F5IN3O9
Source: the OMol25 dataset
Level of theory: the ωB97M-V functional and the def2-TZVPD basis

* lowest unoccupied orbital energy: -4.09 eV
* largest force on an atom: 5.78 eV/Å
* net charge: +1

Positions of all 89 atoms, in Å:
C1 9.2473 -1.6362 -0.5777
C2 8.7688 -0.0734 -0.4020
C3 8.1225 0.6010 -1.7563
C4 7.4140 -0.4762 -2.7781
C5 6.0767 -1.2262 -2.1134
C6 5.0934 -0.1841 -1.3164
C7 3.5133 -0.6313 -1.2527
N1 3.0652 -1.0532 0.1619
C8 1.7951 -1.6000 0.3853
N2 1.3214 -2.0599 1.7437
C9 -0.1255 -2.4879 1.7615
C10 -1.1313 -1.6148 0.8069
C11 -2.0975 -0.5602 1.6269
F1 -3.2794 -0.0903 0.8392
F2 -2.6820 -1.3040 2.8045
C12 -1.3342 0.7716 2.1975
F3 0.1440 0.6927 2.2231
F4 -1.7621 0.9080 3.6401
F5 -1.8429 2.0323 1.5385
C13 -0.3630 -0.9117 -0.5022
C14 -1.3171 -1.0359 -1.8358
C15 -2.0770 0.3484 -2.2744
C16 -2.7367 0.0445 -3.7806
I1 -0.7307 2.0715 -2.5684
N3 0.8811 -1.7640 -0.8082
H1 8.4082 -2.3268 -0.1188
H2 9.5239 -1.9385 -1.6823
H3 10.2176 -1.7649 0.0999
H4 8.0661 0.0027 0.5521
H5 9.7446 0.5609 -0.1435
H6 7.3531 1.4506 -1.4285
H7 9.0253 1.0961 -2.3553
H8 8.1465 -1.2670 -3.2379
H9 7.0014 0.1595 -3.6986
H10 5.5275 -1.7783 -2.9968
H11 6.5319 -2.0768 -1.4150
H12 5.2250 0.8775 -1.8408
H13 5.5014 -0.0957 -0.2188
H14 2.8406 0.2449 -1.6917
H15 3.3613 -1.5373 -2.0168
H16 3.7393 -0.9471 0.9582
H17 1.5733 -1.4094 2.5166
H18 -0.1516 -3.6037 1.3360
H19 -0.4596 -2.5720 2.8832
H20 -1.8776 -2.4046 0.3114
H21 0.0237 0.1694 -0.2793
H22 -0.5847 -1.3190 -2.7343
H23 -2.1208 -1.8853 -1.7913
H24 -2.9961 0.6435 -1.5969
H25 -3.2572 0.9885 -4.2409
H26 -3.4527 -0.9068 -3.7342
H27 -1.7920 -0.1798 -4.4751
H28 0.6047 -2.7672 -0.9466
C17 -3.7323 -6.3702 -7.0406
O1 -4.9472 -5.6618 -6.8031
C18 -4.8458 -4.6735 -5.8788
O2 -3.8352 -4.3648 -5.2670
O3 -6.0635 -4.0881 -5.7534
C19 -6.1074 -3.0220 -4.8069
H29 -3.9296 -7.1358 -7.7958
H30 -2.9614 -5.6958 -7.4271
H31 -3.3907 -6.8676 -6.1271
H32 -5.4314 -2.2138 -5.1043
H33 -5.8607 -3.3855 -3.8042
H34 -7.1273 -2.6281 -4.7886
C20 -1.1259 8.8833 1.3294
O4 -0.3415 7.7037 1.1633
C21 -0.7336 6.6591 1.9355
O5 -1.6662 6.6603 2.7237
O6 0.0915 5.6129 1.6787
C22 -0.2047 4.4347 2.4260
H35 -0.7238 9.6529 0.6648
H36 -2.1677 8.6966 1.0494
H37 -1.0599 9.2489 2.3592
H38 -1.2097 4.0703 2.1898
H39 -0.1020 4.6226 3.4996
H40 0.5164 3.6637 2.1412
C23 -7.0008 0.3777 8.3614
O7 -5.5919 0.4629 8.1567
C24 -5.2325 1.0047 6.9657
O8 -5.9956 1.4044 6.1002
O9 -3.8771 1.0248 6.9044
C25 -3.3523 1.5732 5.6968
H41 -7.1730 -0.0700 9.3440
H42 -7.4531 1.3746 8.3532
H43 -7.4626 -0.2647 7.6047
H44 -3.6588 2.6179 5.5821
H45 -3.6684 0.9787 4.8336
H46 -2.2610 1.5395 5.7566

Cartesian forces (eV/Å) of the 3 atoms listed first:
C 0.334 0.274 0.987
C 0.838 0.220 0.084
C 0.459 -0.301 -0.073



(2)
Formula: C5H6O
Source: the OMol25 dataset
Level of theory: the ωB97M-V functional and the def2-TZVPD basis

* lowest unoccupied orbital energy: 1.05 eV
* largest force on an atom: 1.17 eV/Å
* energy relative to the best compared isomer or geometry (same formula, charge and spin): 65.0 kcal/mol
* net charge: 0
* SMILES: C#CC[C@H]1CO1

Positions of all 12 atoms, in Å:
C1 2.7788 -0.2306 0.1268
C2 1.6021 -0.4771 0.0159
C3 0.1899 -0.8578 -0.1722
C4 -0.8068 0.0417 0.5251
C5 -1.4708 1.0767 -0.2478
O1 -2.1169 -0.1709 0.0445
H1 3.8280 -0.0321 0.2244
H2 0.0369 -1.8832 0.1879
H3 -0.0699 -0.8477 -1.2401
H4 -0.7113 0.1697 1.6076
H5 -1.3048 1.2929 -1.3031
H6 -1.9553 1.9182 0.2310

Cartesian forces (eV/Å) of the 3 atoms listed first:
C -0.649 -0.121 -0.018
C 0.587 -0.017 -0.051
C 0.284 0.005 0.079



(3)
Formula: C11H44O11
Source: the OMol25 dataset
Level of theory: the ωB97M-V functional and the def2-TZVPD basis

* lowest unoccupied orbital energy: -0.01 eV
* largest force on an atom: 1.45 eV/Å
* energy relative to the best compared isomer or geometry (same formula, charge and spin): 51.8 kcal/mol
* net charge: 0
* SMILES: CO.CO.CO.CO.CO.CO.CO.CO.CO.CO.CO

Positions of all 66 atoms, in Å:
C1 3.1118 -2.7041 0.0179
O1 3.6879 -2.6008 1.2995
H1 2.4296 -1.8732 -0.2273
H2 3.8160 -2.6993 -0.8237
H3 2.5048 -3.6067 -0.0579
H4 4.2418 -1.8083 1.2674
C2 0.1001 0.0935 -0.0983
O2 0.1475 -0.0142 -1.5062
H5 -0.9082 0.4237 0.1898
H6 0.2514 -0.8658 0.3872
H7 0.7474 0.8758 0.3098
H8 0.3341 0.8626 -1.8718
C3 1.1923 -2.2229 3.2550
O3 -0.0655 -2.3354 3.8787
H9 1.8900 -2.9701 3.6344
H10 1.1851 -2.3743 2.1743
H11 1.6154 -1.2521 3.5412
H12 -0.7165 -1.7692 3.4252
C4 -3.1071 -1.8497 2.9810
O4 -2.0986 -0.8776 2.6768
H13 -3.7593 -1.9425 2.1052
H14 -2.6544 -2.8204 3.1593
H15 -3.7159 -1.5428 3.8344
H16 -2.5644 -0.1043 2.2945
C5 1.1309 3.4895 -3.3624
O5 0.5189 2.7281 -2.3162
H17 0.6827 3.1737 -4.3049
H18 0.8879 4.5513 -3.2831
H19 2.2083 3.3405 -3.3780
H20 0.3917 3.2862 -1.5416
C6 -0.6288 -4.0934 -1.2059
O6 0.4104 -4.7867 -1.8568
H21 -1.5792 -4.1320 -1.7556
H22 -0.8078 -4.5895 -0.2535
H23 -0.4411 -3.0216 -1.0722
H24 0.3696 -4.6697 -2.8085
C7 4.1660 0.9277 1.2819
O7 5.0861 -0.0501 0.8220
H25 3.9262 0.7476 2.3398
H26 4.4700 1.9598 1.1021
H27 3.2082 0.7590 0.7817
H28 5.9635 0.1521 1.1591
C8 0.7024 1.8914 3.3163
O8 0.8745 3.0616 4.0946
H29 1.4975 1.8762 2.5574
H30 0.6658 0.9400 3.8540
H31 -0.2374 1.9748 2.7653
H32 1.7664 3.1004 4.4446
C9 -1.0796 -1.2232 -4.1809
O9 -0.7648 -2.0523 -5.2971
H33 -2.1547 -0.9988 -4.1958
H34 -0.8007 -1.6812 -3.2385
H35 -0.5842 -0.2435 -4.2094
H36 -0.9946 -1.5528 -6.0848
C10 -2.5097 3.1638 -4.3099
O10 -2.3407 2.5947 -3.0253
H37 -1.7569 2.8121 -5.0248
H38 -3.4835 2.8602 -4.6900
H39 -2.4562 4.2573 -4.2519
H40 -1.4065 2.5699 -2.7716
C11 -3.8816 2.2424 2.6736
O11 -3.1565 1.4825 1.7049
H41 -4.4576 1.5504 3.2880
H42 -3.1894 2.7691 3.3332
H43 -4.5413 2.9842 2.2276
H44 -3.3394 1.8261 0.8265

Cartesian forces (eV/Å) of the 3 atoms listed first:
C -0.741 0.232 -0.835
O 0.183 0.151 -0.228
H 0.014 0.027 0.339



(4)
Formula: C28H35BaN3O
Source: the OMol25 dataset
Level of theory: the ωB97M-V functional and the def2-TZVPD basis

* lowest unoccupied orbital energy: 4.12 eV
* largest force on an atom: 3.25 eV/Å
* net charge: -2

Positions of all 68 atoms, in Å:
Ba1 -0.7047 0.0559 1.4884
N1 -0.7860 -2.3526 2.5091
N2 0.1482 -2.7141 -0.5421
C1 1.4987 2.0094 0.9203
C2 2.2607 0.8529 1.2266
C3 2.0792 0.5456 2.5976
C4 2.5884 -0.6638 3.2911
H1 3.4154 -1.1177 2.7284
H2 1.8062 -1.4382 3.4098
H3 2.9611 -0.4137 4.2973
C5 1.2072 1.5195 3.1518
C6 0.6416 1.4858 4.5266
H4 1.3034 2.0021 5.2408
H5 0.5261 0.4520 4.8958
H6 -0.3408 1.9805 4.5886
C7 0.8589 2.4360 2.1175
C8 -0.1388 3.5298 2.2304
H7 -1.0375 3.2309 2.8009
H8 -0.4621 3.8809 1.2402
H9 0.2850 4.4004 2.7551
C9 2.9731 0.0127 0.2405
H10 3.7513 -0.6089 0.7081
H11 3.4203 0.6120 -0.5652
H12 2.2395 -0.6842 -0.2410
C10 1.2790 2.5749 -0.4341
H13 0.2512 2.3987 -0.8064
H14 1.9628 2.1290 -1.1672
H15 1.4432 3.6639 -0.4442
C11 -1.7198 -2.5008 3.4898
H16 -1.8089 -1.6721 4.2144
C12 -2.4999 -3.6544 3.5999
H17 -3.1884 -3.7554 4.4440
C13 -2.3832 -4.6445 2.6176
H18 -3.0430 -5.5129 2.6342
C14 -1.4073 -4.5180 1.6440
H19 -1.2777 -5.2503 0.8548
C15 -0.5331 -3.4015 1.6492
C16 0.5271 -3.2101 0.6937
H20 1.5320 -2.9440 1.0267
C17 0.6103 -1.5272 -1.0977
C18 -0.9131 -3.2390 -1.3286
H21 -1.3762 -4.1818 -1.1174
C19 -1.1572 -2.3412 -2.2819
H22 -1.8894 -2.3556 -3.0736
N3 -0.2568 -1.2778 -2.1198
C20 -0.2228 -0.0958 -2.9291
C21 0.9990 0.3176 -3.4870
C22 1.0271 1.4986 -4.2365
H23 1.9663 1.8153 -4.6989
C23 -0.1298 2.2590 -4.4294
C24 -0.0966 3.5234 -5.2314
H24 -0.1138 4.4090 -4.5821
H25 -0.9671 3.5920 -5.8957
H26 0.8145 3.5690 -5.8356
C25 -1.3287 1.8129 -3.8727
H27 -2.2452 2.3875 -4.0263
C26 -1.4035 0.6397 -3.1185
C27 -2.7054 0.2507 -2.4945
H28 -2.9693 -0.7997 -2.6479
H29 -3.4938 0.8451 -2.9715
H30 -2.7572 0.4629 -1.4123
C28 2.2267 -0.5222 -3.3713
H31 2.1615 -1.4336 -3.9854
H32 2.4140 -0.8393 -2.3370
H33 3.0947 0.0509 -3.7251
O1 -3.2504 0.7565 2.1450
H34 -3.8321 0.2594 2.7482
H35 -3.8340 1.4480 1.7811

Cartesian forces (eV/Å) of the 3 atoms listed first:
Ba 0.521 0.552 -0.525
N -0.491 -1.459 1.269
N -0.851 1.226 -2.886



(5)
Formula: C3H9NS2
Source: the OMol25 dataset
Level of theory: the ωB97M-V functional and the def2-TZVPD basis

* lowest unoccupied orbital energy: -0.62 eV
* largest force on an atom: 3.58 eV/Å
* energy relative to the best compared isomer or geometry (same formula, charge and spin): 26.7 kcal/mol
* net charge: 0
* SMILES: CSSCCN

Positions of all 15 atoms, in Å:
C1 -1.9823 1.6749 -0.4617
S1 -0.6374 1.8460 0.7043
S2 1.0072 1.1780 -0.8878
C2 0.4022 -0.5180 -0.7329
C3 0.6723 -1.2681 0.5679
N1 2.0408 -1.3347 1.0700
H1 -1.6368 1.7447 -1.4917
H2 -2.4370 0.6813 -0.4454
H3 -2.6553 2.4889 -0.1895
H4 0.9287 -1.0547 -1.5346
H5 -0.6537 -0.7166 -0.9258
H6 0.2637 -2.2899 0.5440
H7 -0.0332 -0.8113 1.2719
H8 2.0727 -0.8956 1.9831
H9 2.6483 -0.7249 0.5281

Cartesian forces (eV/Å) of the 3 atoms listed first:
C -0.283 -0.319 -0.230
S 2.441 -0.338 -1.928
S -2.501 0.221 2.549



(6)
Formula: C3H3Cl2NS
Source: the OMol25 dataset
Level of theory: the ωB97M-V functional and the def2-TZVPD basis

* lowest unoccupied orbital energy: -0.83 eV
* largest force on an atom: 5.97 eV/Å
* energy relative to the best compared isomer or geometry (same formula, charge and spin): 20.5 kcal/mol
* net charge: 0
* SMILES: [H]/N=C(\Cl)[C@@H](Cl)C=S

Positions of all 10 atoms, in Å:
H1 0.4742 1.9890 1.5501
N1 0.1046 1.2534 1.1408
C1 0.6305 0.7129 0.1520
Cl1 2.1908 1.0960 -0.4488
C2 0.1644 -0.5313 -0.4770
Cl2 1.0627 -1.9405 0.2312
C3 -1.2756 -0.7781 -0.2898
S1 -2.3922 0.4145 -0.4601
H2 0.5046 -0.3937 -1.5075
H3 -1.4640 -1.8223 0.1090

Cartesian forces (eV/Å) of the 3 atoms listed first:
H 2.650 4.401 2.131
N -2.925 -4.514 -2.593
C 0.615 0.612 2.283